No. 1
Here is a gas-phase ion, C4H6IN2 (charge +1) at a distorted geometry from OMol25. Energies are from ωB97M-V/def2-TZVPD.

The HOMO-LUMO gap comes out at 9.8 eV. The SMILES is C#CN/C(I)=[NH+]/C. As for the LUMO energy: -0.1600 hartree. The calculation puts the energy relative to the best compared isomer or geometry (same formula, charge and spin) at 60.2 kcal/mol. As for the HOMO energy: -14.10 eV.

```
! RIJCOSX wB97M-V def2-TZVPD def2/J DEFGRID3
* xyz 1 1
C -2.228 -1.544 -1.035
C -1.583 -1.303 -0.058
C 0.241 -0.154 0.990
C 1.378 1.488 -0.524
N -0.737 -1.131 1.035
N 0.279 0.666 -0.046
I 1.398 0.068 2.679
H -2.859 -1.712 -1.959
H 1.719 1.105 -1.474
H 2.312 1.449 0.062
H 1.340 2.591 -0.643
H -0.856 -1.878 1.777
H -0.405 0.355 -0.803
*
```



No. 2
Here is C4H6IP in the gas phase at a distorted geometry from OMol25. Energies are from ωB97M-V/def2-TZVPD.

The HOMO-LUMO gap comes out at 9.3 eV. The SMILES is IP1CC=CC1. As for the LUMO energy: 0.0117 hartree. The calculation puts the energy relative to the best compared isomer or geometry (same formula, charge and spin) at 21.4 kcal/mol. As for the HOMO energy: -9.00 eV.

```
! RIJCOSX wB97M-V def2-TZVPD def2/J DEFGRID3
* xyz 0 1
C 0.599 0.782 -0.689
C 0.653 0.738 0.635
C -0.110 -0.453 -1.279
C 0.121 -0.458 1.315
P -1.015 -1.328 0.032
I -2.912 0.233 -0.037
H 0.956 1.760 -1.060
H 1.039 1.536 1.298
H -0.677 -0.104 -2.218
H 0.757 -0.969 -1.642
H 0.989 -1.323 1.359
H -0.400 -0.414 2.287
*
```



No. 3
Here is a molecular structure, C4H6KO3 at a distorted geometry from OMol25. Energies are from ωB97M-V/def2-TZVPD.

The HOMO-LUMO gap (spin up / spin down) comes out at 6.9 / 7.3 eV. As for the LUMO energy (spin up / spin down): -0.0321 / -0.0333 hartree. The calculation puts the energy relative to the best compared isomer or geometry (same formula, charge and spin) at 0.0 kcal/mol. Its expectation value of S² is 0.75. As for the HOMO energy (spin up / spin down): -7.75 / -8.16 eV.

```
! RIJCOSX wB97M-V def2-TZVPD def2/J DEFGRID3
* xyz 0 2
O -0.505 3.064 0.195
O -0.216 0.978 0.734
O 1.364 1.991 -0.483
C -0.058 -0.223 0.063
C 0.837 -1.175 0.786
C 0.336 2.148 0.212
H 0.741 -1.114 1.880
H 0.581 -2.213 0.501
H 1.890 -0.970 0.541
K 2.054 0.297 -1.917
C -1.484 -0.594 -0.543
H -2.008 -1.415 -0.017
H -2.188 0.237 -0.404
H -1.344 -1.012 -1.549
*
```



No. 4
Here is a molecular structure, C4H6MgO5Sm at a distorted geometry from OMol25. Energies are from ωB97M-V/def2-TZVPD.

The HOMO-LUMO gap (spin up / spin down) comes out at 3.8 / 3.9 eV. As for the LUMO energy (spin up / spin down): -0.2195 / -0.2061 hartree. The calculation puts the energy relative to the best compared isomer or geometry (same formula, charge and spin) at 53.4 kcal/mol. Its expectation value of S² is 15.79. As for the HOMO energy (spin up / spin down): -9.76 / -9.52 eV.

```
! RIJCOSX wB97M-V def2-TZVPD def2/J DEFGRID3
* xyz 1 8
C -1.793 -0.589 -2.649
O -2.119 0.378 -1.986
O -2.145 -1.012 -3.693
Sm -4.188 1.960 -2.972
O 0.507 2.184 1.775
O 0.909 0.290 -0.984
C 0.781 -0.984 -0.565
C 1.257 -0.898 0.899
O 0.319 -0.080 1.591
C 0.806 1.034 2.420
Mg -0.194 1.473 0.130
H 0.021 -1.292 -1.786
H 0.170 -1.906 -0.445
H 2.260 -0.443 0.957
H 1.266 -1.905 1.341
H 0.257 0.925 3.374
H 1.886 0.866 2.592
*
```



No. 5
Here is a gas-phase ion, C4H6N (charge +1) at a distorted geometry from OMol25. Energies are from ωB97M-V/def2-TZVPD.

The HOMO-LUMO gap comes out at 9.5 eV. The SMILES is C=C=C[NH+]=C. As for the LUMO energy: -0.2050 hartree. The calculation puts the energy relative to the best compared isomer or geometry (same formula, charge and spin) at 51.4 kcal/mol. As for the HOMO energy: -15.11 eV.

```
! RIJCOSX wB97M-V def2-TZVPD def2/J DEFGRID3
* xyz 1 1
C 0.186 0.788 1.106
C 0.808 1.497 2.055
C -0.426 -1.438 -1.996
C -0.579 0.119 0.316
N -0.169 -0.490 -1.072
H 0.938 2.476 2.279
H 1.292 0.824 2.758
H 0.289 -1.432 -2.810
H -1.312 -2.085 -1.743
H -1.649 -0.244 0.505
H 0.622 -0.015 -1.398
*
```



No. 6
Here is a gas-phase ion, C4H6N (charge +1) at a distorted geometry from OMol25. Energies are from ωB97M-V/def2-TZVPD.

The HOMO-LUMO gap (spin up / spin down) comes out at 8.5 / 7.9 eV. As for the LUMO energy (spin up / spin down): -0.2293 / -0.2808 hartree. The calculation puts the energy relative to the best compared isomer or geometry (same formula, charge and spin) at 96.3 kcal/mol. As for the HOMO energy (spin up / spin down): -14.74 / -15.50 eV.

```
! RIJCOSX wB97M-V def2-TZVPD def2/J DEFGRID3
* xyz 1 1
C 0.122 -1.163 0.862
C -0.105 -1.462 -0.394
C 0.209 0.348 0.906
C -0.358 -0.185 -1.176
N -0.168 0.928 -0.354
H 0.233 -1.624 1.822
H -0.103 0.927 1.772
H 1.313 0.382 0.840
H 0.322 -0.075 -2.035
H -1.397 0.011 -1.770
H -0.068 1.913 -0.474
*
```



No. 7
Here is a gas-phase ion, C4H6N (charge +1) at a distorted geometry from OMol25. Energies are from ωB97M-V/def2-TZVPD.

The HOMO-LUMO gap comes out at 10.5 eV. The SMILES is C1=C[NH2+]C=C1. As for the LUMO energy: -0.1560 hartree. The calculation puts the energy relative to the best compared isomer or geometry (same formula, charge and spin) at 17.7 kcal/mol. As for the HOMO energy: -14.76 eV.

```
! RIJCOSX wB97M-V def2-TZVPD def2/J DEFGRID3
* xyz 1 1
C -0.483 0.901 0.864
C 0.911 0.751 0.342
C -1.195 0.051 0.148
C 1.065 -0.326 -0.402
N -0.296 -0.841 -0.627
H -0.722 1.596 1.531
H 1.747 1.427 0.749
H -2.326 0.007 0.019
H 2.082 -0.804 -0.634
H -0.283 -1.916 -0.261
H -0.500 -0.845 -1.730
*
```



No. 8
Here is 2 unconnected molecules or ions with the total composition C4H6N at a distorted geometry from OMol25. Energies are from ωB97M-V/def2-TZVPD.

The HOMO-LUMO gap (spin up / spin down) comes out at 8.8 / 8.8 eV. As for the LUMO energy (spin up / spin down): -0.2577 / -0.2577 hartree. The calculation puts the energy relative to the best compared isomer or geometry (same formula, charge and spin) at 178.5 kcal/mol. As for the HOMO energy (spin up / spin down): -15.82 / -15.82 eV.

```
! RIJCOSX wB97M-V def2-TZVPD def2/J DEFGRID3
* xyz 1 1
C 1.366 -0.051 0.178
C 2.461 -0.663 -0.054
C 0.475 1.199 -0.203
C -1.093 -0.810 -0.244
N -0.037 -0.039 0.418
H 0.481 2.044 0.424
H 0.474 1.446 -1.267
H -1.049 -1.802 0.056
H -2.008 -0.255 0.008
H -0.814 -0.704 -1.270
H -0.256 -0.366 1.953
*
```



Repeat the fifth record exactly.
Here is a gas-phase ion, C4H6N (charge +1) at a distorted geometry from OMol25. Energies are from ωB97M-V/def2-TZVPD.

The HOMO-LUMO gap comes out at 9.5 eV. The SMILES is C=C=C[NH+]=C. As for the LUMO energy: -0.2050 hartree. The calculation puts the energy relative to the best compared isomer or geometry (same formula, charge and spin) at 51.4 kcal/mol. As for the HOMO energy: -15.11 eV.

```
! RIJCOSX wB97M-V def2-TZVPD def2/J DEFGRID3
* xyz 1 1
C 0.186 0.788 1.106
C 0.808 1.497 2.055
C -0.426 -1.438 -1.996
C -0.579 0.119 0.316
N -0.169 -0.490 -1.072
H 0.938 2.476 2.279
H 1.292 0.824 2.758
H 0.289 -1.432 -2.810
H -1.312 -2.085 -1.743
H -1.649 -0.244 0.505
H 0.622 -0.015 -1.398
*
```